Entry 1:
Here is a cluster of 4 separate species, C6H12Br6NO3 in total from the Open Molecules 2025 dataset. Energies are from ωB97M-V/def2-TZVPD.

Element x y z (Å)
N1 -1.130 -1.254 1.503
O1 -1.657 -0.850 2.530
O2 -1.142 -0.597 0.436
O3 -0.541 -2.369 1.580
Br1 0.011 -2.645 -3.209
C1 -0.097 -2.105 -1.246
C2 1.163 -2.653 -0.465
Br2 1.285 -4.658 -0.785
H1 -0.961 -2.674 -0.902
H2 -0.173 -1.022 -1.159
H3 0.928 -2.555 0.595
H4 2.056 -2.127 -0.804
Br3 3.002 -0.552 1.397
C3 2.449 0.691 -0.127
C4 1.067 1.319 0.078
Br4 1.270 2.874 1.183
H5 2.607 -0.037 -0.923
H6 3.190 1.481 -0.244
H7 0.447 0.646 0.672
H8 0.563 1.583 -0.852
Br5 -0.644 3.382 -1.398
C5 -1.999 2.204 -0.682
C6 -1.717 1.871 0.806
Br6 -2.062 3.546 1.816
H9 -1.947 1.262 -1.227
H10 -3.007 2.619 -0.702
H11 -0.674 1.620 0.998
H12 -2.288 1.000 1.129

Calculated values
- Frontier orbital gap: 8.632 eV
- Net charge: -1
- Electronic energy: -434301.521 eV

---

Entry 2:
Here is a structure of composition C6H12BrN3O2Yb from the Open Molecules 2025 dataset. Energies are from ωB97M-V/def2-TZVPD.

Element x y z (Å)
N1 -1.093 -0.755 -1.771
C1 -1.750 -0.142 -0.562
N2 -2.381 -1.262 0.167
N3 -2.941 0.734 -1.004
C2 -0.744 0.650 0.442
C3 0.737 0.260 0.307
C4 1.576 0.057 1.635
C5 2.933 -0.320 0.952
Br1 4.583 -0.109 1.999
C6 2.884 0.617 -0.325
O1 3.752 0.774 -1.069
O2 1.588 1.200 -0.394
H1 -0.800 -1.713 -1.583
H2 -0.327 -0.185 -2.166
H3 -1.619 -1.818 0.568
H4 -2.887 -0.876 0.970
H5 -3.146 0.576 -2.021
H6 -3.777 0.363 -0.538
H7 -0.821 1.795 0.285
H8 -1.141 0.476 1.468
H9 0.930 -0.706 -0.230
H10 1.327 -0.839 2.252
H11 1.527 1.038 2.157
H12 2.931 -1.377 0.603
Yb1 -1.343 1.561 -2.140

Calculated values
- Frontier orbital gap: 6.522 eV
- Net charge: +2
- Electronic energy: -116534.669 eV

---

Entry 3:
Here is the ion C6H12Cl2NO2 with charge +1 from the Open Molecules 2025 dataset. Energies are from ωB97M-V/def2-TZVPD.

Element x y z (Å)
C1 0.726 0.287 1.475
C2 -0.696 -0.278 1.161
C3 -0.330 -0.055 -1.151
C4 1.661 -0.142 0.321
C5 1.148 0.520 -0.980
C6 -2.566 -0.068 -0.578
N1 -1.254 0.398 -0.051
O1 2.954 0.344 0.473
O2 1.529 -1.516 0.156
Cl1 2.091 -0.039 -2.363
Cl2 0.949 2.221 -0.835
H1 0.433 1.362 1.673
H2 0.957 -0.207 2.329
H3 -0.796 -1.284 0.947
H4 -1.382 -0.153 1.886
H5 -0.737 0.228 -2.024
H6 -0.415 -1.154 -1.104
H7 -2.443 -1.061 -0.967
H8 -3.249 -0.075 0.246
H9 -3.086 0.733 -1.136
H10 -1.054 1.358 0.034
H11 3.479 0.377 -0.357
H12 2.080 -1.797 0.844

Calculated values
- Frontier orbital gap (spin up / spin down): 5.740 / 6.162 eV
- Multiplicity: 3
- Net charge: +1
- Electronic energy: -37031.903 eV

---

Entry 4:
Here is a structure of composition C6H12Cl3GeO2PtS3 from the Open Molecules 2025 dataset. Energies are from ωB97M-V/def2-TZVPD.

Element x y z (Å)
Pt1 -1.477 0.192 0.202
C1 0.314 1.314 -2.205
C2 1.082 1.973 -1.077
S1 0.085 2.173 0.452
C3 1.233 1.525 1.727
C4 1.729 0.102 1.557
S2 0.394 -1.168 1.493
C5 0.853 -2.118 0.002
C6 1.012 -1.377 -1.316
S3 -0.431 -0.339 -1.843
H1 0.955 1.198 -3.082
H2 -0.549 1.916 -2.500
H3 1.366 2.983 -1.386
H4 1.994 1.434 -0.834
H5 0.694 1.641 2.669
H6 2.083 2.211 1.738
H7 2.320 -0.150 2.440
H8 2.366 -0.027 0.686
H9 0.070 -2.873 -0.073
H10 1.785 -2.637 0.237
H11 1.089 -2.134 -2.099
H12 1.912 -0.765 -1.355
Cl1 -5.649 -1.038 0.576
Ge1 -3.627 -1.538 0.454
Cl2 -2.822 -2.493 2.182
Cl3 -3.083 -2.622 -1.328
O1 -2.540 0.873 1.694
O2 -3.156 1.744 0.991

Calculated values
- Frontier orbital gap (spin up / spin down): 6.974 / 5.232 eV
- Multiplicity: 4
- Net charge: +2
- Electronic energy: -140329.027 eV